(1)
C22H31N3OS in the gas phase. Source: the OMol25 dataset; level of theory: ωB97M-V/def2-TZVPD.

Output
SMILES	Cc1ccccc1NC(=S)N(CCCN1CCC(C)CC1)Cc1ccco1
2S+1	1
lowest unoccupied orbital energy	0.7740	eV
ΔE to the lowest compared entry with this formula, charge and spin	12.5	kcal/mol
charge	0

Each atom is followed by the atoms it is bonded to, with distances in Å.
Atoms and positions in Å:
1 C 3.11404 1.40889 -1.58053  C2 1.498, H56 1.087, H57 1.090, H58 1.088
2 C 1.88842 2.19139 -1.22195  C1 1.498, C3 1.390, C7 1.401
3 C 1.02184 2.62341 -2.21863  C2 1.390, C4 1.383, H55 1.080
4 C -0.09617 3.38457 -1.93008  C3 1.383, C5 1.385, H54 1.079
5 C -0.35782 3.75309 -0.62110  C4 1.385, C6 1.381, H53 1.080
6 C 0.48244 3.32662 0.38872  C5 1.381, C7 1.393, H52 1.080
7 C 1.58597 2.52571 0.10462  C2 1.401, C6 1.393, N8 1.407
8 N 2.39575 2.12857 1.18461  C7 1.407, C9 1.365, H51 1.012
9 C 3.03255 0.94666 1.43358  N8 1.365, N10 1.348, S50 1.665
10 N 2.47744 -0.22084 1.05256  C9 1.348, C11 1.455, C22 1.450
11 C 3.18697 -1.46985 1.28316  N10 1.455, C12 1.492, H20 1.093, H21 1.094
12 C 3.56367 -2.10704 -0.01208  C11 1.492, C13 1.364, O16 1.354
13 C 4.63649 -1.91320 -0.83180  C12 1.364, C14 1.416, H19 1.070
14 C 4.43814 -2.75755 -1.95146  C13 1.416, C15 1.359, H18 1.070
15 C 3.25989 -3.39861 -1.73085  C14 1.359, O16 1.344, H17 1.072
16 O 2.71987 -3.01063 -0.56308  C12 1.354, C15 1.344
17 H 2.71946 -4.12656 -2.30254  C15 1.072
18 H 5.08542 -2.86983 -2.79663  C14 1.070
19 H 5.46229 -1.25604 -0.65295  C13 1.070
20 H 4.08726 -1.24320 1.85970  C11 1.093
21 H 2.54739 -2.14696 1.85609  C11 1.094
22 C 1.09170 -0.35522 0.64652  N10 1.450, H23 1.089, C24 1.534, H49 1.090
23 H 0.84154 0.36490 -0.13114  C22 1.089
24 C 0.11813 -0.16826 1.81704  C22 1.534, H25 1.091, C26 1.532, H48 1.091
25 H 0.06632 -1.08247 2.40973  C24 1.091
26 C -1.26911 0.21428 1.29118  C24 1.532, N27 1.451, H46 1.100, H47 1.093
27 N -1.68452 -0.69262 0.23684  C26 1.451, C28 1.451, C36 1.449
28 C -2.32484 -1.90611 0.70747  N27 1.451, C29 1.535, H44 1.092, H45 1.095
29 C -3.77979 -1.70489 1.15200  C28 1.535, C30 1.530, H42 1.093, H43 1.091
30 C -4.60070 -1.07292 0.02660  C29 1.530, C31 1.526, C35 1.530, H41 1.097
31 C -6.03584 -0.80750 0.47116  C30 1.526, H32 1.088, H33 1.088, H34 1.088
32 H -6.51789 -1.73275 0.77912  C31 1.088
33 H -6.61300 -0.37224 -0.34164  C31 1.088
34 H -6.05276 -0.11616 1.31153  C31 1.088
35 C -3.91030 0.21499 -0.42601  C30 1.530, C36 1.533, H39 1.093, H40 1.091
36 C -2.46039 -0.08397 -0.82421  N27 1.449, C35 1.533, H37 1.093, H38 1.095
37 H -1.95392 0.82996 -1.14604  C36 1.093
38 H -2.45895 -0.78427 -1.66665  C36 1.095
39 H -3.92087 0.94214 0.38946  C35 1.093
40 H -4.44140 0.65089 -1.27404  C35 1.091
41 H -4.61891 -1.76906 -0.82081  C30 1.097
42 H -3.81138 -1.05428 2.02923  C29 1.093
43 H -4.20717 -2.66788 1.43701  C29 1.091
44 H -1.73388 -2.31513 1.52906  C28 1.092
45 H -2.29994 -2.62619 -0.11734  C28 1.095
46 H -1.97498 0.24879 2.13418  C26 1.100
47 H -1.20672 1.21996 0.86811  C26 1.093
48 H 0.47660 0.63067 2.46844  C24 1.091
49 H 0.96313 -1.34897 0.21843  C22 1.090
50 S 4.45022 1.03810 2.30127  C9 1.665
51 H 2.77026 2.88639 1.74160  N8 1.012
52 H 0.28967 3.60241 1.41538  C6 1.080
53 H -1.21573 4.36529 -0.38690  C5 1.080
54 H -0.75231 3.70302 -2.72587  C4 1.079
55 H 1.24041 2.36361 -3.24431  C3 1.080
56 H 3.42944 1.65184 -2.59248  C1 1.087
57 H 2.92479 0.33606 -1.53598  C1 1.090
58 H 3.93172 1.62904 -0.89731  C1 1.088

natural (NBO) atomic charge list, values in e, 2 entries: atom 1 (C): -0.65, atom 2 (C): -0.02


(2)
6 unconnected molecules or ions with the total composition C5H20ClO5. Source: the OMol25 dataset; level of theory: ωB97M-V/def2-TZVPD.

Output
2S+1	1
lowest unoccupied orbital energy	3.4208	eV
ΔE to the lowest compared entry with this formula, charge and spin	15.2	kcal/mol
charge	-1

Each atom is followed by the atoms it is bonded to, with distances in Å.
Atoms and positions in Å:
1 Cl -0.60356 0.11789 -0.21154  no bonds
2 C 2.47480 0.02746 2.80452  O3 1.473, H4 1.090, H5 1.090, H6 1.090
3 O 1.23332 -0.68638 2.46163  C2 1.473, H7 0.960
4 H 2.65582 0.80050 2.05770  C2 1.090
5 H 2.41240 0.47397 3.79691  C2 1.090
6 H 3.31926 -0.66154 2.78809  C2 1.090
7 H 0.87869 -0.39037 1.62008  O3 0.960
8 C 1.32355 -2.55600 -2.13237  O9 1.430, H10 1.090, H11 1.090, H12 1.090
9 O 0.64275 -2.72241 -0.88558  C8 1.430, H13 0.960
10 H 1.79364 -1.57290 -2.15756  C8 1.090
11 H 2.11868 -3.28150 -2.30419  C8 1.090
12 H 0.57105 -2.67461 -2.91197  C8 1.090
13 H 0.17208 -1.90263 -0.71811  O9 0.960
14 C 0.29968 3.54332 1.02133  O15 1.438, H16 1.090, H17 1.090, H18 1.090
15 O -0.38847 3.21582 -0.19861  C14 1.438, H19 0.960
16 H 1.03055 4.33574 0.86012  C14 1.090
17 H -0.44395 3.89325 1.73733  C14 1.090
18 H 0.80539 2.67812 1.45006  C14 1.090
19 H -0.34720 2.26260 -0.30468  O15 0.960
20 C -3.58213 -1.40370 2.28881  O21 1.393, H22 1.090, H23 1.090, H24 1.090
21 O -2.21789 -1.18323 2.46121  C20 1.393, H25 0.960
22 H -4.18630 -0.67972 2.83555  C20 1.090
23 H -3.87985 -1.30249 1.24515  C20 1.090
24 H -3.82353 -2.41988 2.60058  C20 1.090
25 H -1.83994 -0.72547 1.70675  O21 0.960
26 C 0.09737 0.69965 -3.86919  O27 1.448, H28 1.090, H29 1.090, H30 1.090
27 O -0.66735 -0.49019 -3.55951  C26 1.448, H31 0.960
28 H 1.16400 0.66631 -3.64718  C26 1.090
29 H 0.08201 0.95450 -4.92887  C26 1.090
30 H -0.30493 1.53567 -3.29706  C26 1.090
31 H -0.78998 -0.55166 -2.60936  O27 0.960

natural (NBO) atomic charge list, values in e, 2 entries: atom 1 (Cl): -0.90, atom 2 (C): -0.25


(3)
2 unconnected molecules or ions with the total composition C4H13NOS. Source: the OMol25 dataset; level of theory: ωB97M-V/def2-TZVPD.

Output
SMILES	CCNCCS.O
2S+1	1
lowest unoccupied orbital energy	0.5809	eV
ΔE to the lowest compared entry with this formula, charge and spin	30.6	kcal/mol
charge	0

Each atom is followed by the atoms it is bonded to, with distances in Å.
Atoms and positions in Å:
1 C 0.45530 1.83252 -1.08844  N2 1.489, C6 1.536, H7 1.095, H8 1.107
2 N 0.05714 0.39778 -1.12509  C1 1.489, C3 1.475, H9 0.995
3 C -0.05338 -0.12873 0.24842  N2 1.475, C4 1.519, H10 1.093, H11 1.083
4 C -0.95392 -1.34475 0.38332  C3 1.519, S5 1.805, H12 1.088, H13 1.091
5 S -0.31814 -2.81433 -0.45017  C4 1.805, H14 1.340
6 C -0.77287 2.72494 -1.32284  C1 1.536, H15 1.068, H16 1.098, H17 1.088
7 H 1.39143 2.00121 -1.63017  C1 1.095
8 H 0.84820 2.20005 -0.12128  C1 1.107
9 H 0.78543 0.01152 -1.68229  N2 0.995
10 H 0.93651 -0.51929 0.49922  C3 1.093
11 H -0.35105 0.70607 0.87159  C3 1.083
12 H -1.97997 -1.14607 0.08169  C4 1.088
13 H -0.97441 -1.53150 1.45776  C4 1.091
14 H 0.78776 -2.90618 0.30169  S5 1.340
15 H -1.63411 2.23761 -0.92112  C6 1.068
16 H -0.94985 2.82377 -2.40156  C6 1.098
17 H -0.55449 3.74296 -1.00774  C6 1.088
18 H 0.71038 1.53694 2.76668  O20 0.958
19 H 2.01291 1.05807 3.35816  O20 0.946
20 O 1.57061 1.83916 3.05936  H18 0.958, H19 0.946

natural (NBO) atomic charge list, values in e, 2 entries: atom 1 (C): -0.24, atom 2 (N): -0.64


(4)
C2HO2P in the gas phase. Source: the OMol25 dataset; level of theory: ωB97M-V/def2-TZVPD.

Output
SMILES	[H]/P=c1/oc1=O
2S+1	1
lowest unoccupied orbital energy	-1.4088	eV
ΔE to the lowest compared entry with this formula, charge and spin	52.6	kcal/mol
charge	0

Each atom is followed by the atoms it is bonded to, with distances in Å.
Atoms and positions in Å:
1 C -0.16769 0.27478 -0.07851  C2 1.403, O3 1.598, P5 1.719
2 C 1.03541 -0.44650 -0.05851  C1 1.403, O3 1.329, O4 1.209
3 O 1.32296 0.85128 -0.07121  C1 1.598, C2 1.329
4 O 1.58734 -1.52121 -0.11103  C2 1.209
5 P -1.71523 1.02196 -0.09897  C1 1.719, H6 1.354
6 H -2.06279 -0.18030 0.41822  P5 1.354

natural (NBO) atomic charge list, values in e, 2 entries: atom 1 (C): -0.16, atom 2 (C): 0.69


(5)
C4H7NO in the gas phase. Source: the OMol25 dataset; level of theory: ωB97M-V/def2-TZVPD.

Output
SMILES	C1OC[C@@H]2N[C@@H]12
2S+1	1
lowest unoccupied orbital energy	0.9509	eV
ΔE to the lowest compared entry with this formula, charge and spin	121.6	kcal/mol
charge	0

Each atom is followed by the atoms it is bonded to, with distances in Å.
Atoms and positions in Å:
1 C -0.64556 -1.15335 0.14252  C4 1.513, H5 1.111, H6 1.075, O13 1.423
2 C -0.68644 1.18530 -0.22026  C3 1.486, H7 1.122, H8 1.144, O13 1.522
3 C 0.61933 0.68673 0.28545  C2 1.486, C4 1.540, H9 1.169, N12 1.466
4 C 0.62821 -0.64120 -0.49442  C1 1.513, C3 1.540, H11 1.111, N12 1.437
5 H -1.04737 -1.99807 -0.45661  C1 1.111
6 H -0.59528 -1.35179 1.19781  C1 1.075
7 H -0.73003 1.52153 -1.28933  C2 1.122
8 H -1.13175 1.99486 0.45410  C2 1.144
9 H 0.62658 0.50510 1.44004  C3 1.169
10 H 2.25251 -0.26769 0.71153  N12 1.009
11 H 0.39729 -0.45380 -1.56484  C4 1.111
12 N 1.85287 0.03466 -0.16453  C3 1.466, C4 1.437, H10 1.009
13 O -1.54036 -0.06228 -0.04146  C1 1.423, C2 1.522

natural (NBO) atomic charge list, values in e, 2 entries: atom 1 (C): -0.09, atom 2 (C): -0.11


| no. | energy (Eh) |
| --- | --- |
| 1 | -1494.60309 |
| 2 | -1038.91947 |
| 3 | -688.34003 |
| 4 | -568.52431 |
| 5 | -286.43783 |